Formula: C6H14ClN2O2
Source: the OMol25 dataset
Level of theory: ωB97M-V/def2-TZVPD

The geometry in XYZ format:
```
25
Properties=species:S:1:pos:R:3:forces:R:3:mulliken_charge:R:1
Cl 18.30230 -19.06114 -19.60294 -0.28 -0.13 -0.13 -0.78
C 15.43097 -21.54706 -21.59563 1.76 -1.92 -3.74 -0.85
C 14.53941 -21.03724 -20.61986 -2.61 -2.97 1.19 0.74
O 13.54221 -21.75496 -20.29295 1.22 2.16 -0.12 -0.73
N 14.97880 -19.95539 -20.04768 -0.13 0.69 0.61 -0.10
C 14.35942 -19.35625 -18.93033 -0.77 -0.08 0.78 -1.01
H 15.89825 -20.82636 -22.26669 0.42 0.33 0.54 0.33
H 14.94387 -22.21051 -22.31024 -0.60 -0.02 0.19 0.35
H 16.16573 -22.23655 -21.17988 0.30 0.40 0.36 0.05
H 15.89616 -19.58071 -20.24305 0.47 -0.16 -0.30 0.16
H 13.79879 -18.52212 -19.35227 0.41 0.89 1.02 0.36
H 15.15717 -19.27494 -18.19203 -0.20 1.31 0.09 0.32
H 13.60437 -19.95596 -18.42204 0.04 -0.61 -0.54 0.32
C 17.11086 -22.22902 -18.09391 0.83 0.74 0.28 -0.63
C 17.86536 -23.00003 -19.14040 -0.89 -0.27 0.39 0.55
O 17.59900 -24.13715 -19.37551 -0.55 -3.64 -0.35 -0.68
N 18.80173 -22.34286 -19.78846 1.60 2.30 -0.62 0.04
C 19.85262 -22.75836 -20.70447 -0.79 -0.22 -0.63 -0.93
H 17.79157 -21.40324 -17.88697 -0.76 0.61 0.33 0.32
H 16.99368 -22.79638 -17.17063 0.00 -0.32 -0.27 0.34
H 16.12615 -21.91789 -18.44268 0.14 0.13 -0.04 0.00
H 18.57245 -21.35949 -19.76551 0.85 0.93 -0.04 -0.09
H 19.54054 -22.75699 -21.74884 -0.61 -0.33 -0.18 0.29
H 20.20432 -23.76825 -20.49348 0.06 0.18 0.26 0.33
H 20.65850 -22.02827 -20.77946 0.09 -0.01 0.93 0.32
```
Forces are in eV/Å.

Properties
Highest occupied orbital energy ... -5.2 eV
HOMO-LUMO gap ... 8.724 eV
Energy relative to the best compared isomer or geometry (same formula, charge and spin) ... 139.4 kJ/mol
Total charge ... -1
Electronic energy ... -957.30588 hartree